# 1
H10LiO5 as an isolated structure, computed with wB97M-V/def2-TZVPD.

**HOMO energy**: -14.0 eV
**Energy above the lowest of the compared OMol25 structures with the same formula, charge and spin**: 57.2 kcal/mol
**Charge**: +1
**Strongest force on any atom**: 0.73 eV/Å

Last column: Löwdin charge in e.
CARTESIAN COORDINATES (ANGSTROEM)
Li: -0.28926 0.82594 -0.07697  0.883
O: 0.04943 1.70883 2.80529  -0.056
H: 0.51976 1.53408 3.62045  0.047
H: -0.25625 2.61162 2.89340  0.040
O: -2.18184 -1.63781 -0.45106  -0.057
H: -2.59546 -2.20651 0.19835  0.045
H: -2.65229 -1.82051 -1.26441  0.041
O: 2.57954 0.51068 -1.20741  -0.056
H: 3.03774 1.21571 -1.66480  0.044
H: 3.27810 -0.04704 -0.86506  0.042
O: -2.04445 2.77884 -1.98080  -0.057
H: -2.69455 3.48140 -1.98234  0.044
H: -2.14332 2.35851 -2.83507  0.038
O: 1.56413 -3.91325 1.21591  -0.048
H: 2.51671 -3.98564 1.15602  0.033
H: 1.31198 -3.41489 0.43855  0.017

# 2
CH3FO3PPb as an isolated structure at a distorted geometry, computed with wB97M-V/def2-TZVPD.

**HOMO energy**: -14.0 eV
**Charge**: +1
**Strongest force on any atom**: 1.05 eV/Å

Last column: Löwdin charge in e.
CARTESIAN COORDINATES (ANGSTROEM)
O: -1.70452 -0.00450 0.70378  -0.262
P: -0.50774 0.41909 -0.03809  0.314
O: -0.71170 0.30290 -1.61597  -0.131
O: 0.10860 1.85396 0.15866  -0.063
C: 0.74444 -0.82430 0.34021  -0.625
F: 2.01867 -0.42830 0.52129  -0.031
H: 0.11148 0.38517 -2.12828  0.111
H: -0.13302 2.28243 0.99810  0.126
H: 0.38134 -1.26170 1.30736  0.024
Pb: -0.30756 -2.72475 -0.24706  1.537

Among the records above, which one has the lowest strongest force on any atom? H10LiO5